Version P
The following is a DFT calculation (ωB97M-V/def2-TZVPD) of a 11-piece molecular cluster, C44H88O33 overall.

CARTESIAN COORDINATES (ANGSTROEM)
H1 -6.767 -1.714 -2.161
H2 -0.768 1.335 4.608
H3 0.604 -5.387 2.519
C1 -7.135 2.602 1.137
H4 2.025 2.771 -0.789
O1 3.319 4.574 -2.333
H5 -2.749 5.531 -0.713
H6 -0.003 7.196 -5.537
O2 -0.827 7.224 -1.859
H7 5.290 -1.196 -3.973
H8 -0.599 6.614 0.066
H9 6.368 -0.113 -3.187
H10 6.389 -3.695 -1.632
H11 5.567 -0.090 2.734
C2 -8.233 0.587 1.638
H12 -1.335 0.367 -3.141
C3 2.604 3.311 -0.050
C4 -2.600 -2.024 -2.031
C5 -0.667 6.163 -0.919
H13 -1.917 4.749 -1.984
H14 7.450 -4.179 4.587
H15 -2.071 2.021 0.531
C6 -9.528 0.883 2.356
H16 4.640 -3.731 -2.142
H17 -3.252 -3.370 1.709
C7 -10.629 -0.409 -4.918
H18 -0.281 3.460 5.470
H19 7.595 -0.790 -5.075
H20 0.876 -3.973 1.426
O3 -7.233 1.566 1.954
H21 2.195 3.054 0.926
C8 4.033 2.776 0.044
C9 -5.996 4.642 0.960
O4 5.510 -3.523 4.369
O5 6.806 -2.178 3.108
H22 3.535 0.557 4.111
H23 6.656 -4.894 3.255
C10 6.474 -4.557 4.275
C11 -3.189 -4.112 0.911
C12 6.681 -0.230 -5.297
H24 4.586 3.274 0.840
H25 4.915 -2.219 -0.230
O6 -0.306 8.172 -3.712
H26 -12.030 -1.722 -3.870
C13 -1.625 2.006 4.705
H27 -10.076 1.702 1.883
H28 -1.963 3.947 5.600
C14 3.014 5.207 -1.355
C15 -3.489 -3.534 -0.458
H29 -10.123 -0.387 -5.883
H30 2.466 7.561 -3.029
C16 -0.264 0.206 0.504
H31 -3.680 -4.369 -1.138
C17 4.912 -3.299 -0.069
H32 -6.584 5.386 1.496
C18 3.114 -6.237 1.868
H33 -1.366 3.715 10.935
H34 6.194 -0.677 -6.163
C19 -1.764 5.123 -0.971
H35 2.170 -0.200 0.779
H36 -5.960 -0.160 -1.922
O7 4.319 -6.118 2.402
O8 2.589 -7.229 1.445
H37 4.582 2.884 -0.893
H38 -1.537 4.302 -0.292
H39 -4.411 -2.953 -0.360
H40 1.572 1.098 -2.287
C20 -1.386 -0.671 -3.499
C21 -8.519 -0.526 -3.907
C22 5.089 -7.310 2.610
H41 5.265 -7.386 3.685
H42 -3.712 0.738 -0.754
H43 -7.804 -0.337 2.028
O9 -8.095 -1.258 -4.762
O10 -9.737 0.001 -3.880
H44 0.272 5.652 -1.142
H45 -11.742 -2.088 -5.558
C23 3.345 7.214 -2.479
O11 0.257 1.294 0.460
H46 1.928 -0.773 -0.909
H47 -4.539 1.397 0.762
C24 5.769 -0.223 -4.099
H48 -0.570 -0.836 -4.194
C25 6.085 -6.096 -1.982
H49 7.071 -6.574 2.165
O12 6.935 -5.664 -2.725
O13 2.961 1.756 -3.725
C26 -1.289 3.094 5.684
O14 -0.436 4.468 7.825
H50 -10.209 0.032 2.258
H51 4.452 -8.171 2.401
H52 7.105 0.738 -5.572
H53 6.075 -7.014 0.770
O15 4.608 -1.793 3.478
H54 6.832 -8.268 1.729
H55 6.106 -5.385 4.867
C27 -3.776 0.751 0.335
O16 -6.155 3.387 1.597
C28 6.315 -8.306 -2.737
H56 -2.520 1.458 4.995
H57 -0.075 2.533 10.833
O17 3.014 6.537 -1.284
O18 -7.860 -0.083 -2.836
C29 5.366 -3.932 -1.353
H58 5.959 -9.278 -2.415
H59 -0.214 9.007 -5.544
H60 -2.231 -4.627 0.984
H61 -11.414 0.345 -4.956
H62 -4.946 4.920 0.955
C30 5.747 -2.455 3.609
O19 5.774 -7.375 -1.802
O20 -2.423 -2.725 -0.919
O21 -1.403 -1.594 -2.436
C31 -2.429 1.089 0.967
C32 3.465 0.268 3.061
C33 -6.613 -0.719 -2.585
C34 1.139 -5.004 1.649
H63 -2.312 -0.620 -4.077
O22 3.603 -0.090 -2.578
O23 -1.263 2.542 6.999
H64 3.987 6.600 -3.103
H65 1.291 8.294 -5.000
O24 2.580 4.725 -0.205
C35 3.768 0.746 -3.433
C36 -11.254 -1.762 -4.631
H66 0.167 4.134 10.062
H67 0.991 1.398 -3.981
H68 -4.031 -0.276 0.618
C37 6.349 -7.293 1.787
C38 4.617 -0.625 2.671
C39 -0.552 3.360 10.307
H69 -10.517 -2.532 -4.409
O25 0.317 -0.967 0.383
H70 -1.755 2.411 3.703
H71 -9.406 1.103 3.414
C40 0.211 8.140 -5.048
C41 1.725 -0.961 0.146
H72 -6.063 -0.863 -3.514
H73 0.818 -5.609 0.799
O26 2.547 -5.015 1.872
H74 5.951 -8.096 -3.744
O27 -1.537 0.008 0.810
H75 1.304 2.709 -2.892
H76 3.920 -3.617 0.248
O28 -0.397 5.910 -3.639
O29 4.816 0.823 -4.228
H77 2.121 -1.947 0.369
H78 3.491 1.160 2.438
H79 -3.961 -4.853 1.133
H80 -2.602 1.226 2.034
H81 7.404 -8.270 -2.759
O30 -1.128 2.764 9.136
H82 3.984 1.700 0.224
H83 3.843 8.146 -2.208
O31 -3.646 -1.899 -2.608
H84 -8.395 0.451 0.570
H85 4.529 -0.916 1.619
C42 -0.894 3.368 7.972
O32 -7.804 2.800 0.164
H86 5.581 -3.532 0.762
C43 -0.486 6.994 -3.123
H87 2.502 -0.228 2.938
H88 -6.330 4.616 -0.077
O33 5.329 -5.376 -1.171
C44 1.658 1.719 -3.178

Values from the calculation:
Orbital gap ... 11.11 eV
Multiplicity ... 1
Highest occupied orbital energy ... -10.683 eV



Version Q
The following is a DFT calculation (ωB97M-V/def2-TZVPD) of a 11-piece molecular cluster, C44H88O33 overall.

CARTESIAN COORDINATES (ANGSTROEM)
H1 7.825 -23.285 7.377
H2 11.324 -15.185 1.800
H3 10.284 -23.658 -1.698
O1 9.650 -15.365 -2.879
H4 7.422 -18.116 2.288
C1 12.487 -20.557 1.156
H5 5.937 -17.075 -1.947
O2 10.821 -21.310 -2.804
O3 7.107 -19.855 1.304
O4 4.358 -16.719 3.940
H6 9.337 -23.948 -3.136
H7 4.994 -20.467 0.340
H8 10.050 -16.567 3.456
H9 10.565 -16.575 1.024
C2 7.862 -19.648 0.247
H10 8.728 -22.474 1.527
C3 11.350 -16.271 1.716
C4 8.054 -28.326 1.280
C5 3.419 -18.331 -3.626
O5 3.269 -19.736 -3.584
H11 1.971 -20.619 -0.040
C6 9.262 -23.763 -2.067
H12 1.529 -20.151 5.307
O6 2.796 -18.190 3.974
H13 12.428 -22.391 -6.013
C7 14.734 -17.390 -1.237
H14 3.768 -18.172 6.759
O7 7.526 -15.686 5.629
H15 10.701 -22.032 0.254
O8 7.835 -25.683 7.684
C8 1.486 -18.642 3.708
H16 14.909 -18.863 2.493
H17 6.072 -15.630 3.529
H18 6.137 -24.054 -3.483
H19 9.493 -15.157 5.126
C9 6.640 -16.482 -1.350
C10 4.640 -18.777 7.009
H20 1.020 -25.433 0.462
H21 6.503 -28.298 8.281
C11 4.083 -20.068 -0.104
O9 2.575 -16.433 2.576
C12 13.136 -16.557 0.241
C13 10.411 -21.983 -5.661
H22 8.528 -19.376 2.756
H23 5.183 -21.826 8.125
C14 11.464 -18.905 -1.890
C15 3.189 -17.046 3.406
H24 6.734 -22.459 -3.961
H25 10.808 -19.536 -1.300
H26 6.650 -18.817 4.376
C16 4.250 -20.511 -4.032
H27 6.000 -16.135 -0.535
H28 5.680 -17.518 8.452
C17 5.016 -15.638 3.277
H29 5.452 -19.311 3.093
C18 6.865 -23.205 7.880
H30 7.652 -14.611 -1.780
C19 7.014 -15.345 -2.282
O10 1.091 -22.860 0.338
H31 3.498 -17.898 -4.625
H32 14.047 -17.345 -2.089
O11 12.965 -21.570 0.710
C20 7.418 -16.480 6.684
H33 7.223 -28.242 1.981
O12 8.892 -19.036 0.141
H34 6.444 -20.514 3.984
C21 2.931 -20.890 0.416
H35 9.799 -26.995 1.455
H36 6.706 -27.941 6.489
H37 7.656 -28.560 0.296
O13 13.134 -19.648 1.866
O14 7.545 -15.856 -3.482
H38 5.729 -22.774 -2.506
C22 9.238 -21.547 1.788
C23 8.719 -26.943 1.315
H39 4.945 -22.625 -5.472
H40 9.599 -21.768 -4.964
H41 4.612 -14.681 3.614
H42 1.119 -18.623 2.683
O15 6.315 -17.190 6.496
H43 4.412 -18.095 -3.227
H44 2.070 -20.719 3.750
C24 7.483 -19.187 2.513
H45 4.875 -15.616 2.198
O16 5.340 -20.130 -4.376
H46 6.148 -14.717 -2.506
H47 11.965 -23.111 -4.514
H48 4.805 -19.364 6.103
O17 8.344 -26.312 0.075
H49 10.938 -18.041 -2.293
H50 1.760 -25.529 -1.133
O18 12.398 -21.115 -4.415
C25 7.707 -20.024 -2.097
O19 14.042 -17.515 -0.022
H51 7.431 -17.135 -0.991
C26 11.716 -20.714 -3.335
C27 8.871 -15.733 -3.707
H52 2.480 -26.352 0.264
C28 1.344 -20.061 4.237
H53 12.286 -18.560 -1.262
C29 6.641 -25.521 7.627
C30 8.969 -25.175 -0.238
H54 8.874 -22.750 -1.946
H55 15.330 -18.259 -1.519
C31 10.431 -16.149 -5.399
H56 8.338 -26.282 2.094
H57 7.491 -20.893 -2.706
O20 8.532 -24.792 -1.429
O21 3.802 -21.746 -3.999
O22 12.149 -19.510 -3.004
C32 6.103 -27.816 7.389
H58 8.731 -19.696 -2.271
C33 5.861 -18.068 7.530
H59 14.965 -19.784 0.935
O23 3.266 -22.257 0.354
H60 10.823 -15.128 -5.469
C34 8.586 -14.720 5.541
H61 6.612 -18.837 7.720
H62 10.374 -21.160 -6.375
O24 9.722 -24.576 0.476
C35 6.410 -19.509 3.566
H63 2.636 -20.598 1.432
H64 5.215 -28.414 7.169
H65 2.654 -17.835 -3.041
H66 9.712 -21.715 2.752
O25 6.013 -24.366 7.782
O26 9.086 -16.163 -4.937
O27 12.861 -15.688 -0.545
H67 5.987 -21.801 6.488
H68 8.703 -29.152 1.564
C36 6.107 -21.951 7.560
C37 4.652 -22.823 -4.441
C38 11.025 -16.891 3.087
H69 8.837 -14.353 6.535
O28 5.719 -26.473 7.541
C39 10.219 -21.149 0.672
H70 11.777 -16.693 3.848
O29 7.370 -20.393 -0.750
H71 0.756 -18.089 4.309
H72 11.141 -16.751 -4.841
H73 7.140 -23.176 8.939
C40 14.566 -19.730 1.946
H74 14.774 -20.681 2.437
H75 4.313 -19.493 7.767
H76 4.048 -23.726 -4.449
H77 10.084 -22.911 -6.136
H78 4.030 -19.009 0.158
C41 2.252 -23.124 0.251
H79 8.453 -20.790 1.836
O30 12.696 -16.710 1.466
H80 6.664 -21.097 7.958
H81 4.207 -20.093 -1.185
O31 8.160 -16.556 7.627
C42 1.974 -25.448 -0.066
H82 10.336 -16.363 -6.463
C43 5.875 -22.994 -3.565
C44 11.831 -22.212 -5.119
H83 7.057 -19.181 -2.330
O32 2.816 -24.328 0.122
H84 9.751 -20.576 -0.130
H85 15.362 -16.501 -1.287
O33 11.191 -20.233 1.180
H86 0.376 -20.497 3.990
H87 10.973 -17.972 2.949
H88 8.142 -13.959 4.907

Values from the calculation:
Orbital gap ... 10.48 eV
Multiplicity ... 1
Highest occupied orbital energy ... -10.101 eV



Structures ranked by computed energy, the most stable listed first: version P, version Q.



Version P
The following is a DFT calculation (ωB97M-V/def2-TZVPD) of an isolated ion of composition C9H13N2 and charge +1.

CARTESIAN COORDINATES (ANGSTROEM)
H1 0.771 -1.357 -2.426
H2 -2.351 -0.991 1.793
H3 2.286 1.338 0.432
H4 -0.092 -3.279 0.763
H5 0.800 1.447 -2.023
H6 -0.656 1.858 -0.087
H7 -1.882 -1.240 -1.519
C1 -1.070 -0.616 -1.064
C2 -0.249 -2.690 -0.152
C3 -0.638 -1.253 0.180
C4 1.225 0.588 -1.325
C5 0.334 0.739 1.269
C6 0.424 -0.787 -1.521
H8 2.233 0.391 -1.733
N1 0.149 1.943 0.546
H9 -0.697 -3.073 -1.096
H10 -1.897 0.566 2.886
C7 1.289 1.082 0.115
N2 0.681 -1.511 -0.287
H11 0.269 2.895 0.716
H12 -1.427 0.426 -1.192
C8 -0.684 -0.367 1.350
H13 0.659 0.899 2.268
C9 -1.760 -0.022 2.071

Values from the calculation:
Orbital gap ... 9.73 eV
Multiplicity ... 1
Highest occupied orbital energy ... -12.858 eV
Total charge ... +1



Version Q
The following is a DFT calculation (ωB97M-V/def2-TZVPD) of an isolated ion of composition C9H13N2 and charge +1.

CARTESIAN COORDINATES (ANGSTROEM)
H1 2.604 1.138 1.359
H2 -1.317 2.927 0.352
C1 0.368 1.695 0.145
H3 -1.151 -1.086 -2.615
N1 0.434 -0.858 0.349
H4 -0.773 -3.251 -0.195
H5 -1.369 1.296 0.886
H6 1.055 3.620 -0.595
H7 0.070 0.238 -2.011
C2 -1.328 -2.428 -0.061
C3 2.368 -1.060 1.395
C4 -0.531 -0.625 -1.792
C5 1.318 2.585 -0.183
C6 -1.100 1.878 0.089
H8 -1.649 1.649 -0.861
H9 1.337 -2.781 0.903
H10 3.333 -1.254 1.921
H11 -2.187 -2.372 -0.714
H12 -1.611 -1.983 0.944
C7 0.958 0.412 0.588
N2 2.133 0.282 1.206
H13 2.401 2.563 -0.160
C8 -0.548 -1.277 -0.649
C9 1.306 -1.748 0.860

Values from the calculation:
Orbital gap ... 9.41 eV
Multiplicity ... 1
Highest occupied orbital energy ... -13.127 eV
Total charge ... +1



Structures ranked by computed energy, the most stable listed first: version Q, version P.



Version P
The following is a DFT calculation (ωB97M-V/def2-TZVPD) of one molecule with the formula C3H7N3S.

CARTESIAN COORDINATES (ANGSTROEM)
H1 2.169 0.029 -0.451
H2 0.751 2.258 0.644
N1 -2.170 -0.800 -0.431
H3 0.135 -2.531 1.393
S1 0.345 -2.533 0.083
C1 1.242 0.156 0.161
N2 0.221 -0.816 -0.218
H4 -1.471 1.765 -0.497
H5 1.508 0.043 1.228
H6 0.726 1.855 -1.036
C2 -1.080 -0.214 -0.255
N3 -0.896 1.134 0.007
H7 -1.996 -1.825 -0.557
C3 0.517 1.478 -0.070

Values from the calculation:
Orbital gap ... 9.73 eV
Multiplicity ... 1
Highest occupied orbital energy ... -8.985 eV



Version Q
The following is a DFT calculation (ωB97M-V/def2-TZVPD) of one molecule with the formula C3H7N3S.

CARTESIAN COORDINATES (ANGSTROEM)
H1 -0.394 -2.257 -0.013
N1 1.261 -1.094 0.003
H2 3.534 1.231 0.000
N2 1.771 0.200 0.000
H3 -2.439 -1.912 0.002
S1 -0.997 1.407 0.000
C1 -0.037 -1.210 0.000
H4 0.373 1.435 -0.031
C2 -2.440 -0.822 0.001
N3 -1.073 -0.330 0.000
H5 -2.978 -0.488 -0.886
H6 -2.944 -0.444 0.895
H7 3.646 -0.699 -0.002
C3 3.049 0.230 0.000

Values from the calculation:
Orbital gap ... 8.80 eV
Multiplicity ... 1
Highest occupied orbital energy ... -7.950 eV



Version R
The following is a DFT calculation (ωB97M-V/def2-TZVPD) of one molecule with the formula C3H7N3S.

CARTESIAN COORDINATES (ANGSTROEM)
H1 -0.788 -1.518 1.294
H2 -2.228 0.589 -1.103
N1 -0.015 -0.947 0.912
H3 3.054 1.050 1.097
H4 -0.450 1.835 -0.807
S1 2.791 -0.703 -0.491
C1 2.348 0.655 0.360
N2 -0.582 -0.011 0.046
H5 -2.583 -0.544 0.192
H6 0.646 -1.536 0.385
H7 -1.739 -1.123 -1.264
C2 -1.851 -0.305 -0.576
N3 1.289 1.441 0.179
C3 0.108 1.116 -0.225

Values from the calculation:
Orbital gap ... 8.59 eV
Multiplicity ... 1
Highest occupied orbital energy ... -8.116 eV



Structures ranked by computed energy, the most stable listed first: version P, version R, version Q.



Version P
The following is a DFT calculation (ωB97M-V/def2-TZVPD) of one molecule with the formula C3H7N3S.

CARTESIAN COORDINATES (ANGSTROEM)
N1 -0.780 -0.951 -0.047
C1 4.051 0.194 0.112
H1 0.195 0.786 -0.485
H2 -3.432 -1.144 0.144
C2 0.271 -0.305 -0.285
N2 2.808 0.340 -0.159
H3 4.591 1.065 0.146
S1 1.835 -0.990 -0.146
C3 -3.274 -0.030 0.168
N3 -1.757 0.033 -0.333
H4 -1.395 1.073 -0.445
H5 4.648 -0.642 0.601
H6 -4.126 0.330 -0.471
H7 -3.637 0.241 1.201

Values from the calculation:
Orbital gap ... 8.53 eV
Multiplicity ... 1
Highest occupied orbital energy ... -7.746 eV



Version Q
The following is a DFT calculation (ωB97M-V/def2-TZVPD) of one molecule with the formula C3H7N3S.

CARTESIAN COORDINATES (ANGSTROEM)
H1 -0.283 0.528 1.394
C1 0.918 1.110 -0.074
N1 -0.808 -1.866 0.370
N2 -0.458 1.039 0.534
H2 1.024 -0.844 -1.058
C2 1.633 -0.176 -0.499
N3 -1.369 0.382 -0.269
H3 -0.050 -1.357 0.924
H4 1.606 1.512 0.682
H5 0.931 1.853 -0.874
H6 -2.396 -1.409 -0.755
H7 -2.300 0.817 -0.204
S1 3.104 -0.581 0.074
C3 -1.554 -1.009 -0.245

Values from the calculation:
Orbital gap ... 8.44 eV
Multiplicity ... 1
Highest occupied orbital energy ... -8.929 eV



Structures ranked by computed energy, the most stable listed first: version Q, version P.



Version P
The following is a DFT calculation (ωB97M-V/def2-TZVPD) of C3H7N3S as an isolated structure.

CARTESIAN COORDINATES (ANGSTROEM)
S1 -1.596 -1.522 -0.181
H1 3.254 -0.884 0.543
H2 2.614 -0.771 -1.180
C1 -2.874 0.862 -0.043
H3 -3.770 0.136 -0.285
H4 -2.365 1.298 -0.939
C2 2.388 -0.555 -0.123
H5 2.002 0.551 0.105
H6 -3.113 1.441 0.848
C3 -0.050 -0.820 0.228
N1 -0.482 0.333 0.624
H7 1.194 -2.151 -0.444
N2 1.199 -1.403 0.144
N3 -1.844 0.014 0.604

Values from the calculation:
Orbital gap ... 8.48 eV
Multiplicity ... 1
Highest occupied orbital energy ... -8.055 eV



Version Q
The following is a DFT calculation (ωB97M-V/def2-TZVPD) of one molecule with the formula C3H7N3S.

CARTESIAN COORDINATES (ANGSTROEM)
C1 0.085 0.506 0.570
H1 -1.066 -2.303 -0.843
N1 -0.905 0.303 -0.409
S1 -2.432 -0.030 0.133
H2 1.269 2.152 -0.550
H3 2.141 0.801 0.118
H4 -2.946 0.314 -1.053
C2 1.301 1.445 0.251
H5 1.473 1.923 1.197
H6 -0.397 0.999 1.370
N2 0.758 -0.815 1.096
C3 -0.153 -1.789 -0.693
N3 0.505 -1.747 0.420
H7 0.367 -1.761 -1.608

Values from the calculation:
Orbital gap (alpha / beta) ... 8.13 / 8.13 eV
Multiplicity ... 1
Highest occupied orbital energy (alpha / beta) ... -7.841 / -7.840 eV



Structures ranked by computed energy, the most stable listed first: version P, version Q.